# 1
C3N4O21Zr3 as an isolated structure in a non-equilibrium geometry, computed with wB97M-V/def2-TZVPD.

```
! RIJCOSX wB97M-V def2-TZVPD def2/J DEFGRID3
* xyz 2 1
Zr -6.4195 10.0466 -21.5696
Zr -11.9173 13.3144 -19.3801
Zr -7.6281 11.5989 -15.2163
C -3.9238 11.1258 -20.7572
O -5.0378 11.6332 -20.7863
O -3.4009 10.5784 -19.6935
O -4.2740 9.9697 -21.2343
C -11.1668 12.2099 -22.5496
O -11.1465 10.9826 -22.2852
O -11.9149 12.6240 -23.4438
O -11.3636 12.8534 -21.4161
C -6.2207 7.5562 -20.2353
O -6.3327 8.6958 -19.6907
O -4.9322 7.3842 -20.1211
O -6.2859 7.9234 -21.4636
N -8.1715 12.0855 -19.2699
O -9.1213 12.8422 -19.5265
O -7.6432 11.2170 -19.9795
O -7.8272 12.0257 -18.0743
N -10.5935 12.4142 -16.4040
O -10.7780 13.1894 -17.3816
O -11.3743 11.5610 -16.0303
O -9.4739 12.4566 -15.8737
N -5.4185 9.1847 -16.5566
O -4.4887 9.0143 -17.3570
O -6.0457 10.3215 -16.3828
O -5.9065 8.3066 -15.8884
N -7.3706 12.4067 -23.6179
O -7.2325 11.8115 -22.5047
O -8.4205 12.3400 -24.2417
O -6.5371 13.2495 -23.9342
*
```

Results
HOMO   -0.496 Ha
Orbital gap   2.378 eV

Löwdin population analysis, charges in e, atoms 1 to 5:
1 Zr 2.2190
2 Zr 2.0283
3 Zr 1.6671
4 C -0.5568
5 O -0.0218

# 2
C3N5O2 as an isolated structure in a non-equilibrium geometry, computed with wB97M-V/def2-TZVPD.

```
! RIJCOSX wB97M-V def2-TZVPD def2/J DEFGRID3
* xyz -1 1
C -1.4352 -1.3221 0.0534
C -0.9143 -0.0599 0.0088
C 2.0196 -0.4993 -0.0502
N -2.1465 -2.2182 0.0244
N -1.7239 0.9578 -0.2501
N -0.9591 2.0739 -0.1508
N 0.2201 1.8081 0.2215
N 0.4650 0.5551 0.3040
O 1.8990 -1.5193 0.5700
O 2.5754 0.2241 -0.7310
*
```

Results
HOMO   -0.220 Ha
Orbital gap   9.870 eV
Relative energy (zero: lowest compared OMol25 entry of this formula, charge and spin)   0.0 kcal per mole

Löwdin population analysis, charges in e, atoms 1 to 5:
1 C -0.2300
2 C -0.3163
3 C -0.6243
4 N 0.1354
5 N 0.0275

# 3
C3O2Tl as an isolated structure in a non-equilibrium geometry, computed with wB97M-V/def2-TZVPD.

```
! RIJCOSX wB97M-V def2-TZVPD def2/J DEFGRID3
* xyz -1 1
O -0.0552 1.0878 -0.0953
C 2.1527 -0.1630 0.2843
C 1.2553 -1.0445 0.0955
O -0.0929 -1.0637 -0.2310
C -0.6324 0.1252 -0.6567
Tl -2.6276 1.0582 0.6032
*
```

Results
HOMO   -0.101 Ha
Orbital gap   4.986 eV
Relative energy (zero: lowest compared OMol25 entry of this formula, charge and spin)   17.2 kcal per mole

Löwdin population analysis, charges in e, atoms 1 to 5:
1 O -0.3082
2 C -0.1655
3 C -0.4552
4 O -0.2657
5 C -0.5622

# 4
A 10-piece molecular cluster, C40H100O20 overall in a non-equilibrium geometry, computed with wB97M-V/def2-TZVPD.

```
! RIJCOSX wB97M-V def2-TZVPD def2/J DEFGRID3
* xyz -1 2
C -6.1209 -1.4899 -2.0530
O -6.3079 -1.0009 -3.3754
C -5.0128 -0.7499 -4.0050
C -5.2186 0.1581 -5.2678
O -5.8550 -0.6181 -6.2649
C -5.9118 0.0410 -7.5400
H -5.8243 -2.5379 -2.0961
H -7.0659 -1.3738 -1.5223
H -5.4626 -0.8469 -1.4687
H -4.5272 -1.6707 -4.3278
H -4.2903 -0.2780 -3.3390
H -4.1766 0.3418 -5.5296
H -5.6547 1.0610 -4.8403
H -6.5576 -0.4079 -8.2946
H -4.9386 0.2117 -8.0003
H -6.2718 1.0670 -7.4635
C -1.5219 2.1151 -4.0746
O -1.2103 3.5253 -4.2392
C -0.1023 3.7915 -5.0571
C 0.2909 5.2962 -4.9726
O -0.9213 6.0778 -5.2781
C -0.7733 7.4243 -5.6124
H -1.5797 1.5580 -5.0097
H -2.5295 1.9484 -3.6935
H -0.8903 1.5436 -3.3944
H -0.4093 3.6403 -6.0920
H 0.6672 3.0713 -4.7790
H 1.0737 5.5074 -5.7011
H 0.6627 5.5756 -3.9868
H -1.7296 7.9439 -5.5531
H -0.4223 7.5324 -6.6387
H 0.0277 7.8932 -5.0409
C 1.2229 -2.0050 0.4349
O -0.1125 -1.6213 0.1343
C -0.4556 -1.5660 -1.2091
C -2.0230 -1.3644 -1.4388
O -2.4550 -0.0150 -1.3432
C -1.8630 0.8092 -0.3187
H 1.9851 -1.2840 0.1397
H 1.4079 -2.9600 -0.0569
H 1.2256 -2.3245 1.4770
H -0.1521 -2.5072 -1.6674
H 0.0790 -0.7339 -1.6673
H -2.5588 -1.9247 -0.6726
H -2.4176 -1.7481 -2.3797
H -2.3613 1.7774 -0.2707
H -0.8486 1.1877 -0.4438
H -1.7675 0.4394 0.7022
C 1.4178 -3.6079 5.1573
O 2.1300 -3.2370 6.3389
C 3.5292 -3.0823 6.2660
C 3.9140 -1.7452 5.6004
O 3.5305 -1.4832 4.2003
C 4.1930 -0.3616 3.6044
H 1.5736 -4.6593 4.9158
H 1.7419 -3.0493 4.2792
H 0.3745 -3.3470 5.3351
H 3.9961 -3.9634 5.8258
H 3.8605 -3.0051 7.3015
H 5.0012 -1.7050 5.6664
H 3.5847 -0.8865 6.1855
H 4.1373 -0.4417 2.5188
H 5.2365 -0.2941 3.9123
H 3.9137 0.6180 3.9923
C -3.2751 2.2029 2.8935
O -4.4538 2.8974 3.2176
C -4.2974 4.0261 4.1007
C -3.4649 5.1475 3.4693
O -2.0599 4.7797 3.3487
C -1.3141 5.8935 2.9312
H -2.6362 2.7149 2.1739
H -3.4699 1.2638 2.3755
H -2.7390 1.9953 3.8196
H -3.9279 3.8265 5.1066
H -5.2625 4.5230 4.1991
H -3.6619 5.9613 4.1672
H -3.8877 5.4261 2.5040
H -1.1929 6.6421 3.7142
H -1.6792 6.4396 2.0613
H -0.3448 5.4766 2.6579
C 4.4419 -3.6618 2.5908
O 4.3865 -5.0180 2.0429
C 5.5986 -5.7036 1.8910
C 6.3993 -5.9199 3.1893
O 7.5295 -6.6820 2.9257
C 8.3492 -6.7453 4.0830
H 3.4496 -3.2458 2.7648
H 4.9125 -2.9630 1.8991
H 4.8619 -3.5909 3.5941
H 6.1336 -5.2106 1.0794
H 5.3699 -6.6963 1.5032
H 5.7566 -6.3719 3.9448
H 6.7468 -4.9690 3.5933
H 8.8645 -5.8005 4.2559
H 9.1681 -7.4327 3.8710
H 7.9053 -7.0232 5.0389
C -0.9911 -1.4127 -5.3430
O 0.2163 -1.2333 -4.5456
C 1.3061 -1.1631 -5.4460
C 2.6944 -1.2397 -4.8109
O 2.7956 -2.4946 -4.0753
C 4.1471 -2.5462 -3.5061
H -0.8997 -2.2616 -6.0205
H -1.3608 -0.5210 -5.8493
H -1.7572 -1.6593 -4.6079
H 1.2718 -0.2275 -6.0041
H 1.2765 -1.9455 -6.2044
H 2.9022 -0.3509 -4.2151
H 3.4265 -1.2484 -5.6183
H 4.3470 -1.6260 -2.9572
H 4.9690 -2.6498 -4.2144
H 4.0876 -3.3414 -2.7629
C -2.4198 8.6322 -2.1482
O -2.7556 7.8535 -0.9583
C -3.0644 6.5106 -1.3229
C -1.8945 5.5544 -1.7591
O -0.9492 5.5216 -0.6452
C 0.0934 4.5372 -0.7919
H -2.4910 9.6801 -1.8567
H -3.2464 8.5729 -2.8563
H -1.4497 8.3970 -2.5859
H -3.9108 6.5207 -2.0095
H -3.5579 6.0937 -0.4450
H -1.3567 5.9338 -2.6280
H -2.3551 4.6067 -2.0380
H 0.5167 4.5043 -1.7958
H -0.3073 3.5365 -0.6299
H 0.9122 4.6530 -0.0817
C -1.8847 -4.3005 1.9422
O -1.0480 -4.9130 1.0399
C -0.3998 -6.1107 1.5418
C 0.1392 -6.9269 0.3791
O 0.9838 -6.2217 -0.4783
C 2.3204 -5.9393 -0.0139
H -1.5244 -4.1266 2.9561
H -2.7057 -5.0146 2.0062
H -2.2464 -3.3428 1.5678
H -1.0722 -6.7235 2.1421
H 0.3291 -5.8989 2.3241
H -0.7177 -7.2855 -0.1911
H 0.5978 -7.8513 0.7303
H 2.7232 -5.1388 -0.6345
H 3.0129 -6.7589 0.1781
H 2.2425 -5.4591 0.9615
C 1.5684 2.6537 4.8769
O 1.9080 2.3355 3.5053
C 0.8391 1.8340 2.7240
C 0.1219 0.5426 3.1813
O -0.6664 0.7543 4.3318
C -1.2085 -0.3487 5.0263
H 0.6932 3.3015 4.9265
H 2.4183 3.0205 5.4525
H 1.2294 1.7455 5.3752
H 1.1576 1.7641 1.6839
H 0.1081 2.6425 2.7305
H 0.8571 -0.2058 3.4772
H -0.4592 0.2631 2.3025
H -0.4753 -0.9927 5.5118
H -1.8178 -1.0131 4.4136
H -1.9020 0.0869 5.7457
*
```

Results
HOMO (spin up / spin down)   0.025 / -0.270 Ha
Orbital gap (spin up / spin down)   1.461 / 9.451 eV
Relative energy (zero: lowest compared OMol25 entry of this formula, charge and spin)   0.0 kcal per mole

Löwdin population analysis, charges in e, atoms 1 to 5:
1 C -0.1145
2 O -0.1812
3 C -0.1779
4 C -0.2031
5 O -0.1614

# 5
A 10-piece molecular cluster, C40H100O20 overall in a non-equilibrium geometry, computed with wB97M-V/def2-TZVPD.

```
! RIJCOSX wB97M-V def2-TZVPD def2/J DEFGRID3
* xyz 0 1
C -3.2500 -0.3779 6.4674
O -3.1486 -1.4103 5.5108
C -2.6954 -0.9640 4.2553
C -3.1782 -1.9552 3.2238
O -4.5889 -1.9342 3.2486
C -5.1454 -2.9567 2.4599
H -4.1175 0.2530 6.2529
H -2.3542 0.2594 6.4965
H -3.3276 -0.8340 7.4521
H -1.5988 -0.8929 4.2580
H -3.0792 0.0259 3.9723
H -2.7972 -2.9502 3.4804
H -2.8911 -1.6199 2.2175
H -6.2130 -2.9864 2.6638
H -4.7137 -3.9370 2.7040
H -4.9717 -2.7940 1.3867
C 4.5019 0.0263 1.9163
O 4.9087 -1.0536 2.7475
C 4.6337 -2.2975 2.1520
C 4.7908 -3.4802 3.1197
O 4.3437 -3.0739 4.3802
C 4.5559 -4.0025 5.4080
H 5.0409 -0.0572 0.9626
H 4.7921 0.9384 2.4301
H 3.4216 -0.0003 1.7575
H 5.3711 -2.4005 1.3418
H 3.6138 -2.3219 1.7445
H 5.8488 -3.7730 3.1286
H 4.1715 -4.2984 2.7301
H 5.5938 -3.9948 5.7539
H 4.2397 -5.0136 5.1170
H 3.9038 -3.7362 6.2418
C 1.0983 -1.3965 -5.6476
O 1.0757 -2.7784 -5.5259
C 0.5653 -3.4621 -6.6402
C 1.0258 -4.9034 -6.6687
O 0.4913 -5.7301 -5.6697
C 0.9857 -5.4828 -4.3608
H 0.1730 -0.9600 -6.0476
H 1.8442 -1.0933 -6.4089
H 1.4211 -0.9319 -4.7206
H 0.9961 -2.9843 -7.5407
H -0.5264 -3.4083 -6.7321
H 2.1260 -4.9373 -6.6357
H 0.7317 -5.3267 -7.6306
H 2.0650 -5.3113 -4.3635
H 0.7508 -6.3733 -3.7793
H 0.4735 -4.6295 -3.9139
C 1.4200 -1.5974 3.7761
O 1.2453 -0.6176 2.7780
C 0.2741 -0.8201 1.7959
C 0.7789 -0.6238 0.3757
O -0.2208 -1.1527 -0.4630
C -0.0129 -0.9148 -1.8366
H 2.2380 -1.2306 4.3951
H 1.7908 -2.4847 3.2549
H 0.5431 -1.7472 4.4101
H -0.5329 -0.0680 1.8923
H -0.2999 -1.7301 2.0169
H 1.7603 -1.0997 0.2406
H 0.8703 0.4577 0.2060
H -0.7142 -0.1476 -2.2011
H -0.2692 -1.8225 -2.3846
H 0.9934 -0.5492 -2.0465
C 2.9037 -1.8126 11.4250
O 3.3173 -3.1660 11.3806
C 3.7789 -3.5715 10.1097
C 2.6973 -3.8697 9.1005
O 2.2192 -2.6678 8.5187
C 1.2175 -2.9153 7.5559
H 2.1531 -1.5700 10.6731
H 3.7769 -1.1602 11.2908
H 2.4906 -1.6260 12.4147
H 4.3827 -4.4665 10.2859
H 4.5170 -2.8448 9.7325
H 1.8651 -4.3197 9.6575
H 3.1339 -4.5208 8.3347
H 0.9920 -1.9552 7.0989
H 0.3098 -3.2845 8.0598
H 1.4614 -3.6748 6.8048
C -1.4598 7.0087 -4.1274
O -2.1692 6.0801 -4.9160
C -2.0316 4.7741 -4.4433
C -2.6519 3.8049 -5.4563
O -3.0678 2.6055 -4.8694
C -1.9858 1.7358 -4.6059
H -1.6808 6.9222 -3.0538
H -1.6731 8.0071 -4.4887
H -0.3779 6.7948 -4.1772
H -2.5290 4.5979 -3.4751
H -0.9679 4.5171 -4.2977
H -1.8869 3.5951 -6.2207
H -3.4755 4.3131 -5.9575
H -2.4057 0.8109 -4.2120
H -1.3329 2.2236 -3.8833
H -1.4898 1.4279 -5.5336
C -2.6111 -1.9662 -4.4947
O -2.8622 -2.7959 -5.6277
C -3.4798 -2.1181 -6.6760
C -4.9654 -1.8790 -6.4676
O -5.2010 -0.6026 -5.9385
C -6.5308 -0.1731 -5.9994
H -3.5538 -1.4972 -4.2062
H -1.8684 -1.2082 -4.7677
H -2.1703 -2.6318 -3.7582
H -3.3594 -2.6567 -7.6186
H -3.0174 -1.1345 -6.8700
H -5.3239 -2.6800 -5.7932
H -5.5560 -2.0684 -7.3775
H -7.2511 -0.8504 -5.5265
H -6.8665 0.0264 -7.0271
H -6.5784 0.7868 -5.4826
C 2.0250 2.0691 -4.1168
O 0.9549 2.4162 -4.9702
C 1.3032 3.2481 -6.0487
C 2.2423 4.4118 -5.7067
O 2.2871 5.3704 -6.7200
C 2.9211 4.9186 -7.8996
H 2.3993 2.9528 -3.5912
H 2.8405 1.6208 -4.6984
H 1.6792 1.3737 -3.3551
H 0.4097 3.7021 -6.4789
H 1.7635 2.6319 -6.8399
H 3.2458 4.0986 -5.3897
H 1.8157 4.8848 -4.8107
H 3.2097 5.7829 -8.4938
H 2.2828 4.2755 -8.5116
H 3.8418 4.3740 -7.6482
C -4.3377 1.3069 -1.1398
O -3.7571 1.8740 0.0337
C -2.3528 1.9087 0.0283
C -1.7738 2.9432 -0.9133
O -0.3651 2.8226 -0.8258
C 0.3278 3.9783 -1.2037
H -5.3698 1.6471 -1.1401
H -4.2495 0.2204 -1.1022
H -3.8736 1.7310 -2.0330
H -1.9575 0.9057 -0.2047
H -1.9996 2.1410 1.0356
H -2.1232 3.9329 -0.6005
H -2.0914 2.7253 -1.9372
H 1.3546 3.7156 -1.4562
H 0.3805 4.6700 -0.3508
H -0.1283 4.5223 -2.0369
C 0.9881 2.9139 2.4920
O 1.3257 3.5115 3.7186
C 0.8322 2.7634 4.8062
C 1.2777 3.4841 6.0822
O 0.7386 2.8835 7.2419
C 1.2853 1.6202 7.5571
H -0.1109 2.9624 2.3746
H 1.2581 1.8646 2.3498
H 1.3405 3.5640 1.6924
H 1.2864 1.7655 4.7979
H -0.2641 2.7585 4.7620
H 0.8574 4.4884 6.0758
H 2.3740 3.4881 6.0944
H 0.8704 1.3563 8.5324
H 2.3695 1.6886 7.7010
H 1.0080 0.8367 6.8488
*
```

Results
HOMO   -0.352 Ha
Orbital gap   9.982 eV
SMILES   COCCOC.COCCOC.COCCOC.COCCOC.COCCOC.COCCOC.COCCOC.COCCOC.COCCOC.COCCOC
Relative energy (zero: lowest compared OMol25 entry of this formula, charge and spin)   14.8 kcal per mole

Löwdin population analysis, charges in e, atoms 1 to 5:
1 C -0.1025
2 O -0.1752
3 C -0.2188
4 C -0.2158
5 O -0.1786